(1)
DFT (wB97M-V/def2-TZVPD) results for a structure of composition C8H11N3O2S2 in a non-equilibrium geometry.

Properties
* DFT total energy: -1422.457282 a.u.
* gap between HOMO and LUMO: 8.98 eV
* HOMO level: -8.363 eV
* energy above the lowest of the compared OMol25 structures with the same formula, charge and spin: 8.0 kJ/mol

Last column: Mulliken charge in e.
Geometry (Å):
O: -0.9942 0.6672 1.8801  -0.661
C: -1.8385 -3.1679 -0.0234  -0.548
S: -2.8528 1.6204 -0.7764  0.008
H: -1.8285 -4.2290 0.2401  0.346
S: -0.5531 1.4761 0.7763  1.325
H: 0.8120 2.3119 -1.5221  0.210
O: -0.9474 2.8617 0.8084  -0.708
H: 1.6151 0.5923 2.3763  0.379
N: -1.1925 0.8611 -0.6806  -0.267
H: 0.6029 -1.0138 -0.7378  0.450
C: 1.9996 1.1571 1.5272  -1.143
H: 0.1881 -3.4540 -0.4492  0.309
H: 2.8273 0.5784 1.4331  0.395
C: -0.3921 -1.3871 -0.7520  -0.468
C: 1.5367 2.3334 -0.5767  -0.955
C: -2.7609 -0.9525 -0.2599  0.383
C: -2.8568 -2.2418 0.1994  -0.749
H: 1.3233 3.2852 0.0096  0.378
C: -0.6458 -2.7346 -0.4795  -0.413
H: 2.2025 2.1276 1.9602  0.402
C: -1.4646 -0.5486 -0.6636  0.491
H: -3.7793 0.4817 0.9416  0.372
N: 1.0765 1.2922 0.3865  0.096
H: 2.5975 2.2703 -0.6573  0.401
H: -3.6923 -2.6223 0.6852  0.490
N: -3.5556 0.1900 -0.0468  -0.523



(2)
DFT (wB97M-V/def2-TZVPD) results for a cluster of 2 separate species, C8H11N4O in total in a non-equilibrium geometry.

Properties
* DFT total energy: -605.332155 a.u.
* gap between HOMO and LUMO (alpha / beta): 6.46 / 7.82 eV
* HOMO level (alpha / beta): -10.958 / -11.160 eV
* energy above the lowest of the compared OMol25 structures with the same formula, charge and spin: 292.4 kJ/mol
* charge: +1

Last column: Mulliken charge in e.
Geometry (Å):
H: -1.8611 -1.1879 0.6779  0.266
C: 0.2763 -0.7096 0.6485  0.431
H: 2.5272 -3.0704 1.0961  0.368
H: -2.6012 1.6860 -1.8888  0.261
C: -0.7090 -2.7619 1.4046  -0.554
C: 0.5476 -3.3538 1.5744  -0.528
C: -0.8132 -1.5179 0.8429  -0.290
O: 1.4349 1.3477 -2.4855  -0.245
N: -2.0688 2.5770 -1.5838  -0.383
N: -0.8080 0.9819 -0.4868  0.118
H: -0.6748 4.2179 -0.4003  0.232
C: -1.1207 2.3314 -0.6706  0.644
N: -0.3381 3.2429 -0.1488  -0.376
H: -2.3168 3.4855 -1.6194  0.190
C: 1.5185 -1.2026 1.0649  -0.261
H: 2.3724 -0.5526 0.9292  0.506
C: 1.6759 -2.5550 1.3643  -0.602
N: 0.3004 0.5571 0.1675  -0.680
H: -1.3332 0.3966 -1.1722  0.270
H: -1.6231 -3.2243 1.7004  0.406
H: 2.7788 -0.0050 -1.7025  0.351
H: 0.6302 -4.3852 1.7020  0.438
C: 1.8817 0.6936 -1.6623  0.133
H: 0.3242 3.0084 0.6487  0.306



(3)
DFT (wB97M-V/def2-TZVPD) results for the molecule C8H11NO2 in a non-equilibrium geometry.

Properties
* DFT total energy: -516.608805 a.u.
* gap between HOMO and LUMO: 9.96 eV
* HOMO level: -9.609 eV
* energy above the lowest of the compared OMol25 structures with the same formula, charge and spin: 235.7 kJ/mol

Last column: Mulliken charge in e.
Geometry (Å):
C: -1.1263 0.3134 0.3353  1.432
H: 1.9089 -1.5219 1.4665  0.315
C: -2.1867 -0.4452 -0.2951  -0.071
H: -0.1751 -2.3429 -0.7813  0.380
C: 0.4507 -0.4441 0.1727  1.154
O: -1.4114 0.5214 1.6704  -0.662
N: -3.1194 -0.9066 -0.7275  -0.463
H: 1.7248 1.1793 0.8672  0.409
H: 2.2960 0.4134 -0.6570  0.303
H: 1.3513 -1.7394 -1.3641  0.491
H: 0.4921 -0.4664 2.2319  0.465
O: -1.7936 2.3375 -0.6974  -0.536
H: -0.0235 -1.0123 -1.9243  0.502
C: -0.8880 1.6117 -0.4494  -0.019
C: 0.8352 -1.1260 1.4602  -1.719
C: 1.3240 0.7505 0.0046  -0.974
H: 0.2526 -2.0378 1.4840  0.411
C: 0.3866 -1.4419 -1.0471  -1.887
H: 0.9088 2.7741 -0.8149  0.333
C: 0.5257 1.6998 -0.8771  -0.565
H: 0.6953 1.3971 -1.8876  0.288
H: -2.4280 0.4862 1.8299  0.412



(4)
DFT (wB97M-V/def2-TZVPD) results for a structure of composition C8H11NO2S in a non-equilibrium geometry.

Properties
* DFT total energy: -914.635139 a.u.
* gap between HOMO and LUMO: 9.71 eV
* HOMO level: -9.034 eV
* energy above the lowest of the compared OMol25 structures with the same formula, charge and spin: 621.4 kJ/mol

Last column: Mulliken charge in e.
Geometry (Å):
H: -0.9830 -1.0727 -1.7925  0.334
H: 0.4143 -1.4737 -0.0534  0.715
H: -2.3443 -0.0409 -1.5876  0.500
C: 0.8793 1.6911 -0.0923  0.107
H: 2.4760 0.2455 -0.0273  0.398
H: 0.0225 -0.3746 2.4168  0.367
H: 1.4510 -0.0213 -1.4594  0.381
S: -0.3508 2.8469 1.4687  1.028
H: 1.8983 1.8002 1.6699  0.579
H: -0.2419 1.3573 -1.7175  0.551
H: 1.7571 -0.5205 1.8532  0.350
C: -0.9703 0.1118 -0.0888  0.475
H: -2.3505 -1.4343 -0.5822  0.362
C: 0.9122 1.5188 1.4166  -0.115
C: -0.4687 1.4499 -0.7068  -0.495
O: 0.2589 3.9600 2.1021  -0.616
O: -1.7099 2.4158 1.7469  -0.545
C: -1.7534 -0.6977 -1.0715  -1.688
C: 0.4006 -0.4764 0.2722  -0.141
C: 0.7771 0.0021 1.6559  -1.162
N: 0.0030 2.8575 -0.2859  -0.609
H: -1.5480 0.2138 0.9180  0.336
C: 1.5404 0.3580 -0.4751  -1.110



(5)
DFT (wB97M-V/def2-TZVPD) results for the molecule C8H11NO3 in a non-equilibrium geometry.

Properties
* DFT total energy: -591.909275 a.u.
* gap between HOMO and LUMO: 9.83 eV
* HOMO level: -9.081 eV
* energy above the lowest of the compared OMol25 structures with the same formula, charge and spin: 46.1 kJ/mol

Last column: Mulliken charge in e.
Geometry (Å):
H: -2.4725 -0.3522 1.4074  0.397
C: -1.1415 1.4820 -0.2078  -0.851
H: -2.1935 1.6595 0.0938  0.420
H: -0.3328 0.9619 1.6489  0.358
H: -1.0616 -1.4321 1.8148  0.405
O: -2.7576 -1.3845 -0.9006  -0.552
C: -0.5207 0.4269 0.7360  0.924
C: 1.5344 0.2729 -0.8717  -0.107
O: -0.9033 -2.4963 -0.5371  -0.497
C: -1.8003 -1.5715 -0.2104  0.474
C: -1.4967 -0.7627 1.0479  -0.993
C: 2.5628 -1.2910 0.3016  -0.573
H: 0.4774 2.7616 -0.3115  0.257
C: 0.7610 -0.0524 0.1762  -0.373
H: 3.5084 -0.5736 -1.5549  0.391
H: 1.2974 0.9990 -1.6341  0.497
H: 3.1874 -2.0451 0.7177  0.491
O: 1.3743 -1.0445 0.8940  -0.389
H: -0.9770 3.5010 -0.5830  0.247
N: -0.4910 2.7948 -0.0201  -0.640
H: -1.1515 1.0556 -1.2304  0.358
C: 2.7044 -0.5273 -0.8152  -0.657
H: -0.1073 -2.3823 0.0385  0.412



(6)
DFT (wB97M-V/def2-TZVPD) results for the ion C8H11NOP with charge +1 in a non-equilibrium geometry.

Properties
* DFT total energy: -782.487842 a.u.
* gap between HOMO and LUMO: 7.84 eV
* HOMO level: -12.652 eV
* energy above the lowest of the compared OMol25 structures with the same formula, charge and spin: 208.1 kJ/mol
* charge: +1

Last column: Mulliken charge in e.
Geometry (Å):
C: 0.4246 -1.5285 2.1281  -0.793
O: 1.0536 2.9670 0.4726  -0.343
C: -0.3307 -0.5882 1.3413  -0.345
H: -0.8962 1.4409 -2.7100  0.432
H: 2.9232 -2.1934 -0.0404  0.399
C: 0.1859 -0.2442 0.0160  0.632
C: 1.3637 -0.8224 -0.4465  -0.350
C: 1.9936 -1.7814 0.2720  -1.006
C: -0.5334 0.9333 -0.6850  0.773
H: 1.5975 -0.4326 -1.3958  0.434
C: -1.8394 1.3800 -0.0989  -1.747
H: -1.7156 1.7236 0.9733  0.477
N: -0.7356 0.5596 -2.1524  -0.266
H: -1.1006 -0.1548 1.9188  0.241
P: 0.2658 2.7617 -0.7101  0.397
H: 0.2387 -1.6593 3.1703  0.410
H: -2.2944 2.1858 -0.8723  0.425
H: -1.5340 -0.1170 -2.3169  0.397
C: 1.5119 -2.1364 1.5422  -0.284
H: -2.6560 0.6055 0.0668  0.399
H: 2.0505 -2.9014 2.0926  0.374
H: 0.0269 0.0023 -2.5658  0.342



(7)
DFT (wB97M-V/def2-TZVPD) results for a cluster of 2 separate species, C8H11OPS in total in a non-equilibrium geometry.

Properties
* DFT total energy: -1126.076111 a.u.
* gap between HOMO and LUMO: 7.58 eV
* HOMO level: -8.222 eV
* energy above the lowest of the compared OMol25 structures with the same formula, charge and spin: 230.8 kJ/mol

Last column: Mulliken charge in e.
Geometry (Å):
H: -0.4215 2.9077 0.4983  0.285
C: -0.8262 -1.7362 0.9130  -1.222
H: -1.5172 -0.4234 -1.9752  0.475
C: 1.0624 0.4479 -1.5943  -1.032
C: -0.4527 -0.9948 -0.2092  0.706
H: 2.1444 0.8110 -1.7859  0.318
H: 0.3612 1.4055 -1.7113  0.240
H: 1.0180 1.0296 2.0268  0.351
H: -2.6743 -3.0233 1.0516  0.421
H: -0.9583 1.3342 0.0813  0.222
C: -0.5362 1.8596 0.8425  -0.845
P: 2.2263 -1.0317 0.5771  0.022
H: -0.3319 -1.9947 1.7697  0.546
H: 1.6917 1.8697 0.6575  0.660
S: 3.8205 -0.1228 -0.0820  -0.351
C: -2.0280 -2.2745 0.5932  -0.288
O: -2.5314 -1.6692 -0.4760  -0.359
C: 0.8754 1.3801 0.9961  -0.895
C: 0.8465 -0.3860 -0.3099  0.655
C: -1.5352 -0.8889 -1.0485  -0.595
H: 0.8875 -0.2649 -2.5329  0.339
H: -1.1208 1.7652 1.7181  0.346



(8)
DFT (wB97M-V/def2-TZVPD) results for the molecule C8H12 in a non-equilibrium geometry.

Properties
* DFT total energy: -311.789258 a.u.
* gap between HOMO and LUMO: 10.47 eV
* HOMO level: -9.406 eV
* energy above the lowest of the compared OMol25 structures with the same formula, charge and spin: 517.6 kJ/mol

Last column: Mulliken charge in e.
Geometry (Å):
H: -2.2704 0.0080 -0.7697  0.391
H: -0.3576 -2.2883 -0.8662  0.368
H: -0.5782 2.1172 0.5162  0.358
C: -1.3006 -0.1237 -0.2512  -0.234
C: 1.1599 -0.3740 0.5299  -0.329
C: -0.3416 1.1082 0.0900  -0.407
C: 0.8144 1.1530 -1.1351  -0.682
H: 2.0208 0.1845 0.9611  0.287
H: 1.7226 -0.9153 -1.3327  0.480
C: 1.0061 -0.3956 -0.7700  -0.318
H: 0.3869 0.6597 2.1030  0.864
H: 1.5777 2.0221 -1.0272  0.341
H: -2.0963 0.2977 1.6228  0.327
C: -1.2321 -0.3571 1.2405  -0.664
H: -0.4704 -1.1494 -1.9092  0.529
C: 0.1477 0.2763 1.2547  -0.829
C: -0.2615 -1.1811 -0.9484  -1.205
H: -1.2878 -1.3637 2.0558  0.224
H: 0.0026 1.3370 -2.1270  0.236
H: 1.3961 -1.5464 0.7104  0.264